Density functional theory data (the ωB97M-V functional and the def2-TZVPD basis) for a cluster of 2 separate species, C28H59Br2NO3P3 in total in a non-equilibrium geometry.

The geometry in XYZ format:
```
96
Properties=species:S:1:pos:R:3:forces:R:3:lowdin_charge:R:1
H -2.80444 -4.04104 -1.43906 -0.02 0.02 0.01 0.107
H 2.67987 -4.77189 -2.94692 0.06 0.04 0.14 0.098
H 0.37171 -6.76651 2.04326 0.01 -0.05 0.04 0.047
H 6.49943 7.01548 -5.31588 0.03 0.09 0.04 0.059
H -1.91646 -0.11422 5.17853 -0.11 0.04 -0.22 0.075
H -0.00037 5.29655 -1.91886 -0.02 0.07 -0.16 0.098
C -1.25217 0.04036 2.31164 0.31 -0.63 1.29 -0.518
C -2.31346 2.17267 1.15479 0.64 -0.33 0.27 -0.105
C -2.30059 0.62586 1.33197 -1.25 0.46 -0.86 -0.455
H 4.09922 -4.49233 -4.71544 0.11 0.10 -0.16 0.057
O -3.55686 0.32782 1.94172 0.61 -0.23 0.00 -0.319
H 0.93241 -0.74681 4.49362 -0.09 -0.06 -0.08 0.078
H -3.42436 0.11426 -0.37661 -0.07 0.16 0.07 0.127
H 5.47074 4.71278 -3.86622 -0.15 -0.08 0.00 0.099
H -0.83125 1.17277 5.63178 -0.04 -0.01 -0.01 0.108
O -1.82926 -1.16436 2.78308 0.26 0.23 -0.13 -0.393
C 6.22150 6.68847 -4.31338 -0.17 -0.24 -0.15 -0.112
H -0.53618 -3.83318 -0.69207 -0.07 0.02 0.01 0.044
H -3.83064 -1.98004 1.88494 0.18 0.25 -0.23 -0.007
H 4.93931 5.35907 -5.41785 -0.11 -0.25 0.05 0.102
H -1.67270 4.00312 -0.58608 -0.03 -0.08 -0.05 0.106
H 2.17421 5.95237 -1.68219 0.06 0.04 -0.04 0.099
C 5.10691 5.60959 -4.36953 0.46 0.62 0.12 -0.266
Br -0.46078 -4.42639 2.21510 -0.04 -0.05 0.05 0.707
P -3.56329 -1.06667 2.97047 -0.38 -0.26 0.33 0.374
H -1.38966 -6.71107 2.25569 -0.01 -0.03 0.05 0.057
H -3.49016 -2.22496 3.84384 -0.23 0.21 0.19 -0.026
C -2.49311 -1.92202 -1.68699 0.30 0.18 0.24 -0.208
H 1.37904 -0.12949 2.54716 -0.23 -0.38 0.26 0.002
H -3.56866 -1.74399 -1.76143 -0.04 -0.12 0.01 0.113
C 0.66797 4.45247 -2.09495 0.31 -0.57 0.51 -0.191
H -0.10416 2.25071 1.29885 0.04 -0.03 -0.18 0.071
H 7.12252 6.30206 -3.83687 0.01 0.04 0.01 0.061
H 2.02665 4.90143 -4.27921 -0.04 0.12 -0.04 0.099
H -6.16449 -0.25684 4.33245 0.05 -0.46 0.22 -0.052
C -0.94297 0.97347 3.54659 -0.17 0.14 -0.52 -0.171
H -0.04273 -1.86682 -2.64620 -0.15 -0.03 0.00 0.096
C 1.12010 -3.42997 -3.60256 0.34 0.70 0.30 -0.211
O -6.51600 -0.24280 1.97670 -0.21 -0.24 0.05 -0.585
H -0.89711 -1.55108 -0.34511 0.00 0.05 0.14 0.053
C -0.43797 -6.32512 2.61587 -0.09 0.21 -0.12 -0.691
C 3.52222 -3.57976 -4.55843 -0.18 -0.39 0.50 -0.113
H 0.65411 -0.39029 6.17754 0.11 0.07 -0.09 0.106
P 0.39523 -0.46699 1.59088 0.02 0.36 -1.43 0.830
C -0.29802 -6.57467 4.09388 0.11 -0.15 0.05 -0.699
C -0.95240 2.92078 1.17335 -0.65 0.54 -0.17 -0.185
H 1.10335 -2.62902 -1.60701 0.00 0.11 -0.02 0.094
H -0.51377 -7.61488 4.32966 -0.01 0.00 -0.02 0.053
H 2.72925 4.30806 -1.44122 0.04 0.06 0.08 0.102
H -2.80856 2.38393 0.20812 -0.14 -0.07 -0.01 0.106
C -2.16203 -3.37377 -2.02188 0.13 -0.22 -0.21 -0.206
N 0.86843 0.09524 0.18697 -0.06 0.11 0.52 -0.279
Br 1.52300 -6.27259 4.70990 -0.04 0.03 0.01 0.589
P -5.83652 -0.94482 3.11995 0.03 0.78 -0.83 0.509
H 0.02242 2.46354 -1.51397 0.26 -0.22 0.14 0.097
C 2.78952 4.92234 -3.50243 0.51 0.20 0.46 -0.203
H 0.42154 4.03520 -3.07148 -0.01 0.10 -0.08 0.096
H 3.34542 3.98477 -3.58770 -0.14 -0.08 -0.12 0.103
H -0.95291 3.57106 2.05218 0.09 -0.15 0.08 0.102
C 0.15383 -0.69631 5.25384 -0.28 -0.08 0.40 -0.193
H 1.11551 -2.67652 -4.39481 -0.13 -0.12 -0.13 0.095
H -6.38513 -2.25634 3.28674 0.12 0.02 0.35 -0.057
H -2.96752 2.55963 1.93447 0.01 0.03 0.02 0.116
H -0.51986 -4.78465 -2.14738 -0.15 -0.05 0.02 0.100
H 5.90087 7.56670 -3.75232 -0.01 0.01 0.01 0.061
C 2.60377 -3.74738 -3.31724 -0.07 -0.05 -0.49 -0.253
C -2.37517 0.00475 -0.10098 0.50 -0.15 0.43 -0.121
H 2.94662 -3.38130 -5.46156 0.00 0.00 -0.04 0.058
H 4.00200 6.56680 -2.78137 0.06 0.13 -0.01 0.099
H 1.25642 3.17054 -0.42439 0.07 -0.30 -0.09 0.099
H 0.03795 1.44440 3.41876 -0.04 0.07 -0.05 0.092
H 4.21924 -2.75823 -4.40100 0.03 0.03 -0.14 0.061
C 3.79800 6.08001 -3.73463 -0.34 -0.79 -0.41 -0.226
C -0.94450 -3.07069 5.75907 -0.17 0.28 0.19 0.078
C -1.98451 -1.45681 -0.31083 -0.01 -0.16 -0.59 -0.219
H -2.38884 -3.56795 -3.07757 -0.12 0.07 0.02 0.104
H -0.43637 4.83681 0.31042 0.01 -0.01 -0.03 0.104
C -0.96319 0.33961 4.93370 0.43 0.06 0.20 -0.188
H 3.33570 6.79187 -4.42274 0.06 0.33 0.27 0.110
H -2.02641 -1.26647 -2.43100 -0.11 0.01 -0.08 0.101
C -0.73467 3.84462 -0.04938 0.51 -0.06 0.27 -0.208
H -1.56556 -3.89638 6.01167 0.18 -0.08 -0.08 0.020
H 0.62003 -4.32445 -3.97705 -0.07 0.03 -0.13 0.102
H -3.51798 -0.12696 4.06722 0.16 -0.26 0.11 -0.009
H -2.34423 -2.11350 0.48011 -0.17 0.09 0.02 0.081
H -1.66255 1.79429 3.52080 -0.05 -0.09 0.20 0.108
C -0.70228 -3.77416 -1.76847 0.18 0.29 0.08 -0.213
H -1.80153 0.62963 -0.79775 0.05 -0.10 -0.04 0.105
C 2.13794 4.94416 -2.10007 -0.46 -0.07 -0.45 -0.198
C -0.41010 -2.02085 5.52890 0.05 -0.17 -0.26 -0.147
H 0.16398 0.70684 -0.20528 0.13 -0.08 -0.22 -0.073
C 0.36397 3.37019 -1.01378 -0.67 0.84 -0.22 -0.203
H 0.34406 -1.87758 1.59491 0.08 0.11 0.39 -0.046
H 2.97878 -3.09057 -2.53382 -0.13 0.00 0.11 0.095
H -0.93643 -5.92480 4.68373 0.00 0.03 -0.04 0.028
C 0.36616 -2.84076 -2.38386 0.20 -0.55 0.09 -0.190
```
Positions in Å, forces in eV/Å.

The value obtained for the frontier orbital gap is 6.84 eV. Its total charge is -1. As for the total energy: -205574.3785 eV.

=====

Density functional theory data (the ωB97M-V functional and the def2-TZVPD basis) for a cluster of 23 separate species, C23H92N46O23 in total in a non-equilibrium geometry.

The geometry in XYZ format:
```
184
Properties=species:S:1:pos:R:3:forces:R:3:lowdin_charge:R:1
N -0.39748 5.64373 -1.66173 -1.65 2.28 -1.62 0.183
H -4.68815 3.24135 5.64068 0.80 0.28 -0.58 0.125
H -1.07179 0.88461 -4.43421 -0.41 0.08 -0.16 0.058
H 0.62408 0.78450 -3.64030 1.17 -0.04 0.51 0.066
N 2.20503 -1.93658 0.57719 -3.13 4.17 -1.14 0.195
C -0.35756 0.39609 -0.49390 1.32 1.72 -0.35 -0.678
H -7.36056 1.64292 6.11424 0.08 0.37 -0.26 0.144
N 5.80813 4.63009 -2.21539 -2.12 0.13 -4.46 0.188
O 4.19888 -2.49753 -7.33722 1.64 -0.30 -2.17 0.044
O -1.49102 -5.05861 1.24509 -0.74 1.30 0.24 0.010
C -5.83578 -4.46778 2.63911 0.13 -2.61 -5.32 -0.785
C -2.19042 -4.03663 1.08506 1.76 -5.65 -2.35 -0.714
H -4.92644 0.12406 -1.85953 0.39 -0.03 0.51 0.067
N 2.03372 -3.08877 -7.16345 -2.85 -3.04 -3.19 0.177
H 6.11009 -0.53419 -2.02690 0.69 0.59 -0.64 0.141
H 5.23732 0.81629 -0.03492 -0.16 -0.41 0.10 0.106
N -0.10822 3.16802 3.07493 2.77 -0.14 0.84 0.192
H -0.99641 -0.90748 -2.90349 -0.87 0.72 0.91 0.050
C 4.21517 -0.43735 -2.08958 -0.52 2.42 0.75 -0.755
H -1.64384 2.36266 -2.45820 -0.56 -0.45 0.11 0.069
H -6.35503 -3.80908 4.31754 -1.57 -0.62 0.67 0.104
H -4.31286 -3.34766 2.02022 0.23 -0.13 0.62 0.066
H -2.27448 2.95427 6.26592 0.74 0.26 0.19 0.099
H -3.41342 -0.05107 6.43973 -0.18 0.02 0.18 0.124
N -3.14889 -5.67760 -4.04745 -0.52 -1.27 -3.25 0.173
O 7.57469 5.13948 -1.00255 6.05 3.14 -1.15 0.079
H 1.55331 1.23747 -0.30544 0.02 -0.55 -0.11 0.051
H -5.45380 0.16979 -3.51605 -0.49 0.24 -1.42 0.071
H -1.29203 4.13894 1.44805 -0.56 0.24 -0.58 0.014
H -4.36156 -1.27047 -0.96294 -0.08 0.21 -0.06 0.079
C -4.13281 -0.24568 1.86728 -4.18 1.56 2.40 -0.715
H 2.03838 -3.18185 -3.00471 -0.76 -0.08 -0.50 0.099
C -3.62597 3.12036 -2.29906 0.95 -1.03 -0.26 -0.659
N -1.91958 3.58656 2.01475 -3.10 0.69 -0.97 0.195
H -2.90212 3.49797 1.79825 0.31 -0.06 -0.10 0.120
H 3.52582 1.40806 -2.40069 -0.23 -0.24 0.23 0.082
C -0.50760 -1.78685 -4.49477 -2.32 -1.47 -0.77 -0.699
N -4.88503 2.76448 4.77238 6.88 3.92 0.11 0.184
H 1.05234 0.68696 6.58567 0.12 -0.34 -0.15 0.104
H -1.87498 -3.75436 -2.06989 0.31 0.05 -0.13 0.108
H -2.15438 0.09086 0.01634 -0.29 -0.21 0.86 0.095
O -6.45079 1.60803 3.78318 -0.27 -0.73 -1.12 0.023
N -5.64084 -0.79459 -3.75076 -0.33 0.38 -0.92 0.151
H -2.43332 -1.44848 -3.76616 0.20 -0.15 0.21 0.104
H -5.81006 -1.19222 -4.66365 0.07 0.57 0.17 0.110
H 3.93164 -2.72949 -0.25678 0.85 -0.93 0.43 0.052
O 0.25744 3.72161 -4.46710 0.43 4.15 -0.62 0.055
C 4.12246 2.92171 -4.53708 -2.65 3.63 0.54 -0.810
H -0.47981 -3.10022 4.25166 0.18 0.22 -0.07 0.134
N -4.12263 4.35264 -2.20337 -0.50 0.94 0.51 0.154
H 2.11327 -3.60355 -8.02877 -0.04 -0.13 0.15 0.114
H 2.77644 -1.72696 -0.22882 -1.14 1.90 0.20 0.058
N 5.37298 0.07721 -2.34775 4.13 -0.50 -0.44 0.208
N -4.09182 -0.45238 3.18208 1.01 -0.39 1.22 0.206
H -5.25533 0.48739 0.49721 -0.57 0.68 0.24 0.101
N 3.28803 0.42761 -2.35293 -4.09 1.29 -1.38 0.204
H 3.78442 -1.77802 4.52239 -0.93 -0.69 -0.90 0.112
H -2.03659 -2.54500 -5.50327 0.10 -0.30 -0.34 0.111
H 0.29110 3.76846 2.36775 0.34 -0.28 0.10 0.091
O -4.41762 2.20493 -2.55750 0.97 -0.63 0.22 -0.005
N -3.09321 -3.92634 0.08409 -1.04 1.58 -0.38 0.182
N 1.88550 0.65568 6.01562 -0.88 -3.84 1.62 0.190
N 0.75088 3.87252 -1.30049 1.04 -2.49 0.36 0.218
H 5.00169 -4.72620 -2.32553 -0.29 0.53 0.47 0.130
N -4.84583 -3.63645 2.82808 2.73 1.63 -0.07 0.178
O -1.93370 2.02767 3.67065 -0.95 -0.63 0.50 -0.039
N 4.30513 -1.84097 3.65925 -4.84 -0.84 -0.60 0.199
H 1.05433 3.89379 -2.26359 0.01 -0.03 0.07 0.088
H 2.40920 0.19197 -1.91449 -0.24 0.34 -0.30 0.100
H -0.60347 -3.34392 -5.96136 0.31 0.61 0.32 0.108
H 6.24014 5.04059 -3.03084 -0.63 0.18 0.07 0.123
N 6.11932 3.94130 -0.18368 -2.69 -4.00 5.30 0.178
N -3.19238 0.93432 6.45516 -5.25 -4.45 -2.84 0.183
N -1.04061 -2.64968 -5.37226 -2.20 -1.21 -1.78 0.156
N -2.01613 -4.23142 -2.94886 3.47 4.39 1.28 0.185
N 2.22204 -4.06375 -3.46146 -4.11 2.66 -1.17 0.173
O -1.56608 0.43358 7.94405 -0.73 0.41 -1.07 -0.005
N 1.77171 2.69142 5.42865 -3.88 6.29 0.97 0.191
H 5.87907 3.62496 -4.10297 -0.14 -0.43 0.32 0.093
C -6.00588 2.22033 4.75055 -3.65 -3.62 -4.15 -0.826
N -4.85315 -0.87762 -1.75295 1.18 0.73 3.19 0.181
O 6.10586 -1.11857 2.71646 1.01 1.69 -0.36 0.014
H 1.15791 2.57840 6.22274 -0.18 1.70 -0.29 0.115
H -0.71473 6.58681 -1.48834 -0.06 -0.42 0.43 0.128
N 2.99552 -1.95809 -5.61871 0.51 2.56 4.32 0.158
C 2.33290 1.59790 5.22095 0.84 -2.92 1.77 -0.878
C -1.38122 2.86339 2.94367 -0.26 -0.63 0.77 -0.736
N -1.15178 -0.79201 3.96328 -3.17 1.83 2.50 0.193
N 3.58967 -3.41346 0.40302 6.02 -3.47 -2.60 0.179
H -4.61457 0.17019 3.78145 0.14 -0.50 0.11 0.082
N 0.98699 1.70495 -3.84318 1.44 0.23 -0.18 0.177
H 4.97106 4.06566 -2.24444 -0.06 0.41 -0.57 0.087
H -2.62790 -2.14817 1.45118 0.25 -0.11 0.09 0.028
H 0.45159 2.49297 3.57595 0.16 0.34 -0.17 0.083
O 3.20068 -5.98723 -3.22839 -0.41 -2.17 0.01 0.032
O 3.29201 1.42332 4.58388 5.15 -0.84 -4.31 0.080
N -2.15033 -2.97071 1.79099 0.13 4.30 3.22 0.152
H 0.67552 -3.04924 2.98112 0.58 -0.58 -0.43 0.074
O -6.01767 -5.21203 1.66677 0.64 0.53 0.30 0.025
H 4.91304 0.47273 1.61991 0.17 0.03 0.00 0.095
H 3.92479 -3.24711 -2.17514 1.51 -0.02 0.21 0.054
C -2.17311 1.20055 7.16148 3.43 -1.84 3.42 -0.799
N 5.85897 -1.24844 4.97825 3.40 1.57 2.69 0.158
H -1.77052 3.83448 -1.66312 -0.73 -0.06 -0.37 0.049
H 0.01799 5.48328 -2.56822 -0.24 0.30 -0.12 0.107
H -1.73295 -3.74126 -3.78531 -0.23 -0.58 0.30 0.048
H 2.33845 -2.25367 -4.91090 0.15 0.50 -0.44 0.037
O -4.96406 -2.81261 -2.98751 0.40 0.39 0.52 0.024
H -3.61259 1.40549 5.66678 0.73 0.53 0.21 0.057
H 5.35694 -1.24468 5.85464 -0.12 -0.07 -0.63 0.109
H 3.65152 -1.20974 -5.44629 -0.03 -0.56 0.46 0.105
N -0.04413 -2.57458 3.50735 1.72 -2.40 0.99 0.168
O 3.16173 2.23388 -0.35598 -0.13 0.69 -0.71 -0.025
H 1.12327 3.19110 -0.65466 0.21 -0.16 -0.41 0.078
C 3.69363 1.81865 0.67516 -0.27 0.89 0.07 -0.749
H -3.20711 -4.51436 -0.72915 0.02 -0.87 0.44 0.045
O 0.55719 -0.63511 2.64570 3.92 3.56 -3.49 0.056
H 4.07391 2.01343 2.63213 -0.41 -0.11 0.02 0.096
H -0.99606 2.71947 7.49105 -0.36 0.42 -0.26 0.116
H 4.23494 -4.08919 0.78656 -0.44 -0.15 -0.32 0.142
H 5.19097 3.56665 -0.04988 0.11 0.10 -0.44 0.077
H 5.44604 0.87256 -2.96596 0.66 -0.22 0.08 0.093
H -3.46544 -1.19683 3.45328 -0.18 0.50 0.49 0.078
H 0.69780 0.53574 1.05763 0.97 0.72 0.41 0.065
H 2.44409 -0.18083 5.92433 -0.71 -0.12 0.38 0.110
H -5.13030 4.28486 -2.19244 0.13 1.03 -0.30 0.115
H 2.15313 3.55377 5.06675 -0.36 -0.11 0.41 0.145
H 3.96861 -1.96842 2.71553 -0.97 -0.05 0.41 0.104
N 3.69654 2.16043 -5.47565 -2.69 -2.31 -2.56 0.215
O -0.32107 4.72255 0.44780 -0.20 0.92 0.19 0.010
H 2.71178 2.20030 -5.69649 0.21 -0.51 -0.33 0.125
O -3.09149 -5.79080 -1.85616 -1.11 -2.54 4.25 0.099
H -1.83254 2.38733 -4.90279 0.11 -0.30 -0.06 0.112
O 2.02456 -3.71331 1.91502 -1.45 -1.33 2.04 0.043
H -4.86066 -3.15259 3.71451 0.64 0.40 -0.79 0.089
H -1.54816 -2.79972 2.58361 0.14 -0.91 -0.70 0.051
H 6.86755 -1.24948 5.03175 -0.18 0.39 0.37 0.115
N 4.16393 -4.18187 -2.47369 1.77 1.91 1.73 0.178
N 4.67704 0.99255 0.78673 3.56 -3.26 -2.37 0.219
O 4.01803 -1.40913 -1.42363 -0.02 -3.65 0.79 0.007
H -3.54114 5.15242 -2.40910 -0.61 0.02 0.16 0.107
H 1.56372 -1.38271 1.12678 -0.06 0.17 -0.54 0.072
C 3.13147 -4.80757 -2.95513 2.93 -3.88 -1.39 -0.804
N 3.41447 2.19739 1.88957 -2.23 2.70 3.35 0.190
C 2.50768 -3.11010 0.98785 -0.90 -0.61 3.09 -0.810
N -6.71123 -4.36758 3.55512 -3.44 0.18 4.02 0.158
N -1.84380 2.43804 7.01966 2.06 4.44 0.09 0.174
N -1.28425 0.40449 0.42206 -4.96 -1.59 -0.61 0.214
H -6.22757 2.91352 6.53837 -0.70 -0.51 0.44 0.124
C -0.07783 4.73492 -0.75498 2.21 0.48 0.34 -0.700
H 1.20040 -3.31115 -6.63788 0.78 0.53 0.26 0.073
O -3.56178 -0.88836 1.05993 2.55 -2.17 -3.41 -0.005
C 3.15960 -2.57098 -6.74010 0.87 0.69 0.07 -0.807
N -5.11883 0.57093 1.49445 0.10 1.07 -1.35 0.207
C 5.42240 -1.23156 3.72889 2.44 -1.83 -1.17 -0.779
C 6.59211 4.54014 -1.21222 -0.55 0.83 1.96 -0.867
H -3.57070 -3.03671 0.10991 -0.23 -0.34 -0.60 0.067
H 4.38652 1.58516 -5.93726 -1.01 -0.22 -0.33 0.128
C 0.11929 2.55042 -4.40734 -1.28 -3.46 1.34 -0.766
N -6.61485 2.27444 5.85889 -3.09 0.54 5.53 0.206
N -2.26804 3.05603 -2.07127 -0.16 -0.38 -0.06 0.199
H 5.85675 2.41322 -5.21220 0.27 -0.15 0.25 0.127
O 0.67013 -1.70580 -4.37805 2.50 1.14 1.38 0.051
N -1.46546 -1.15983 -3.76164 1.07 0.74 -0.03 0.174
C -2.72518 -5.30268 -2.85354 -1.53 -0.19 -2.61 -0.804
O -0.46221 0.20542 -1.70313 -0.48 -0.19 -0.48 0.003
H -3.79574 -6.44086 -4.18572 0.22 0.37 0.11 0.120
H 2.86978 3.03149 2.05596 -0.26 -0.33 -0.24 0.115
C -0.09528 -1.25645 3.39528 -1.62 -3.45 0.81 -0.786
H -5.66646 1.11608 2.14485 -0.35 -0.05 -0.09 0.059
H 1.84124 2.16363 -3.56041 0.05 -0.78 0.30 0.057
H -7.44705 -5.05849 3.51877 0.07 0.32 0.78 0.132
H -1.36501 0.19124 3.87477 -0.44 0.27 0.44 0.063
H -1.66962 -1.46645 4.50833 -0.21 0.87 0.18 0.115
N 5.38770 2.79527 -4.40341 7.04 -0.36 0.83 0.157
O 3.50615 3.80418 -3.93528 -0.99 -0.61 0.79 0.030
N -0.99725 1.85370 -4.70884 -1.67 0.40 -1.12 0.169
C -5.11144 -1.60459 -2.80834 -0.80 -2.08 -2.16 -0.738
H -1.19124 0.37203 1.42725 0.35 0.05 -0.35 0.094
H -4.30041 2.90705 3.96122 -0.04 -0.03 0.09 0.123
H 6.65485 4.08449 0.66060 -0.14 -0.13 -0.26 0.127
H -2.93581 -5.01026 -4.77502 -0.59 -0.77 -0.26 0.088
N 0.70325 0.88322 0.10930 3.52 0.42 0.91 0.183
H 1.56001 -4.62651 -3.97636 -0.61 0.64 0.44 0.126
```
Positions in Å, forces in eV/Å.

The value obtained for the frontier orbital gap is 7.44 eV. For the relative energy (zero: lowest compared OMol25 entry of this formula, charge and spin), the calculation gives 389.2 kcal/mol. As for the total energy: -140993.2146 eV.